(1)
This record from OMol25 describes a molecular structure, C25H42Cl3N4NdO3Si. The level of theory is the ωB97M-V functional and the def2-TZVPD basis.

Element x y z (Å)
C -2.647990 -2.192281 -4.447931
C -1.734492 -2.494615 -3.295677
H -3.210094 -3.074331 -4.781088
H -2.115534 -1.818643 -5.327569
H -3.371031 -1.441411 -4.139487
C -0.774189 -3.434226 -3.395536
C -0.356316 -4.195773 -4.615952
H -0.223479 -3.734981 -2.503128
H 0.226710 -3.647713 -5.393483
H -1.283059 -4.589220 -5.062478
H 0.265260 -5.054422 -4.280387
Nd 1.011411 1.646416 2.009401
Cl -1.882348 1.849098 1.731779
Cl 2.319494 3.366097 0.451660
H 1.342126 6.094562 4.367693
H -1.357799 6.955458 3.496774
C 1.356515 6.015801 3.262971
C -0.973507 6.605880 2.526635
N 0.057234 5.609884 2.724113
H 2.129226 5.276623 2.997106
C -0.295388 4.332746 2.733232
O 0.383790 3.454902 3.338187
H -1.775876 6.101162 1.989173
H -1.185068 4.075879 2.157086
H 1.616813 6.986362 2.808761
H -0.554159 7.419364 1.927824
H 2.374713 -0.540346 -2.137641
H 2.974825 -3.399778 -1.343332
C 3.272182 -0.405566 -1.527489
C 3.827739 -2.762094 -1.078651
N 3.386345 -1.474368 -0.541375
H 3.261088 0.570884 -1.053059
C 3.191739 -1.368442 0.787391
O 2.591900 -0.455231 1.411651
H 4.443869 -3.277601 -0.337323
H 3.642709 -2.235885 1.321061
H 4.125685 -0.493354 -2.206610
H 4.410850 -2.605697 -1.986673
O -0.972831 -0.322360 -2.502357
C -1.760446 -1.450627 -2.199918
C 0.004616 -2.407058 -0.735244
C -1.284710 -1.903146 -0.836362
H 0.691445 -2.292807 -1.581769
C 0.399356 -3.145959 0.380899
H -2.831089 -1.171010 -2.164262
C -2.051560 -1.831652 0.327872
H 1.350483 -3.682522 0.375383
C -0.471642 -3.278324 1.466676
C -1.646318 -2.528253 1.476513
H -2.949249 -1.210662 0.302555
H -0.268527 -3.970480 2.299620
H -2.281250 -2.475956 2.373986
Si -0.766158 1.055257 -3.263520
Cl 0.298648 0.349926 0.130253
C 1.063091 1.344649 -3.424381
C -1.466449 2.352842 -2.048673
C -2.009888 1.109865 -4.593563
H 1.668775 1.546307 -2.518750
H 1.181967 2.237303 -4.062281
H 1.610475 0.541861 -3.947050
H -1.748759 0.368944 -5.362986
H -2.125456 2.110526 -5.036166
H -2.987046 0.813019 -4.171471
H -2.318427 1.982190 -1.456505
H -1.818733 3.117709 -2.758113
H -0.790747 2.829210 -1.328984
N 1.424305 -1.838837 3.668743
C 0.389627 -1.214684 4.256433
C -0.349854 -1.889745 5.268233
C -1.401356 -1.227632 5.879650
C -1.652017 0.103548 5.531936
C -0.878083 0.693032 4.539564
N 0.135928 0.070797 3.900923
H 2.062955 -1.350282 3.015294
H 1.581904 -2.827259 3.862496
H -0.003924 -2.901921 5.517606
H -1.992532 -1.755406 6.628798
H -2.419557 0.692361 6.012488
H -1.088837 1.692063 4.188779

Atoms 1-2, force components in eV/Å:
-0.127 -0.108 -0.308
1.621 -0.399 -0.820

Calculated values
HOMO energy (spin up / spin down), eV: -7.81 / -7.84
LUMO level (spin up / spin down), eV: 0.2 / 0.2
Orbital gap (spin up / spin down), eV: 8.05 / 8.08
ΔE to the lowest compared entry with this formula, charge and spin, eV: 1.8009
Multiplicity: 4

These are the Mulliken partial charges, in e, on atoms 1 to 6: atom 1 (C): -1.939, atom 2 (C): 0.767, atom 3 (H): 0.467, atom 4 (H): 0.243, atom 5 (H): 0.422, atom 6 (C): 0.199

=====

(2)
This record from OMol25 describes a molecular structure, C25H42IrN3O6P. The level of theory is the ωB97M-V functional and the def2-TZVPD basis.

Element x y z (Å)
Ir -0.867868 0.209082 0.451294
O 1.958226 4.053969 3.675072
C 2.108039 3.677593 2.538324
O -1.395808 0.481489 2.636725
C 2.768086 4.246773 1.333094
C 2.409892 5.665143 0.935836
C 3.392055 5.995513 -0.124082
C 2.833090 5.191586 -1.300602
C 1.574920 4.491224 -0.796760
O 1.119254 5.466852 0.246363
C 2.252919 3.428258 0.137201
C 1.480879 2.315819 0.791113
O 1.583745 2.463677 2.152262
O 1.078788 1.300017 0.234403
H 3.888831 4.046562 1.511881
H 2.198078 6.307342 1.843656
H 3.484370 7.032821 -0.406642
H 4.444010 5.657627 0.104734
H 2.476347 5.852518 -2.138098
H 3.497909 4.506036 -1.806334
H 0.796930 4.215447 -1.536316
H 2.994680 2.937118 -0.446502
C -4.737814 -1.892536 0.466839
C -3.874482 -0.616809 0.381009
O -2.642995 -0.810551 0.830498
N -4.351511 0.566068 -0.024771
C -3.604974 1.769612 -0.400572
C -2.667397 1.404758 -1.560273
C -3.119144 1.254719 -2.887429
C -2.332861 0.608242 -3.819996
C -0.982658 0.341340 -3.471608
C -0.464773 0.703537 -2.223172
N -1.406115 0.948468 -1.241332
H -5.389768 -1.792609 1.359366
H -4.065142 -2.695795 0.592497
H -5.394415 -2.097875 -0.384235
H -5.369132 0.508031 -0.066146
H -2.997871 2.097970 0.472148
H -4.349075 2.560761 -0.640889
H -4.127028 1.560207 -3.106138
H -2.681580 0.266203 -4.784531
H -0.304894 0.003135 -4.171078
H 0.577799 0.972850 -1.988803
N -0.206899 0.521015 3.468789
H -0.511330 0.683439 4.449043
H -1.869883 -0.391472 2.804933
H 0.222514 1.363998 3.149305
C 2.673840 -1.278139 -0.733685
C 1.627077 -2.393757 -0.861594
C 2.386776 -3.751331 -0.894677
P 0.070569 -2.207486 0.167526
C 0.394717 -2.776545 1.902573
C 0.081173 -4.251828 2.286121
C 1.783859 -2.401166 2.401170
C -1.216669 -3.328564 -0.593548
C -0.709779 -4.741253 -0.700928
C -1.695794 -2.819498 -1.956635
H 3.195769 -1.219971 -1.693165
H 3.394153 -1.626726 0.046837
H 2.390780 -0.245707 -0.471544
H 1.232210 -2.208389 -1.877055
H 3.403188 -3.680643 -0.430197
H 2.551815 -4.123334 -1.931754
H 1.893080 -4.588397 -0.405906
H -0.369717 -2.226637 2.489859
H 0.927401 -4.929452 2.017829
H -0.906765 -4.626616 1.907059
H 0.066095 -4.293229 3.419804
H 2.606181 -2.670306 1.752012
H 2.041982 -2.892882 3.336482
H 1.960947 -1.333343 2.605139
H -2.074138 -3.246416 0.088131
H -0.620935 -4.962229 -1.772112
H -1.366099 -5.605856 -0.296143
H 0.255190 -4.972613 -0.260348
H -0.912329 -2.953112 -2.706496
H -1.813284 -1.733372 -1.952551
H -2.677236 -3.290374 -2.122283

Atoms 1-2, force components in eV/Å:
1.738 -1.124 0.927
0.514 -0.742 -2.392

Calculated values
HOMO energy (spin up / spin down), eV: -11.16 / -14.75
LUMO level (spin up / spin down), eV: -5.3 / -8.2
Orbital gap (spin up / spin down), eV: 5.88 / 6.57
ΔE to the lowest compared entry with this formula, charge and spin, eV: 0.2833
Charge: +2
Multiplicity: 6

These are the Mulliken partial charges, in e, on atoms 1 to 6: atom 1 (Ir): 2.270, atom 2 (O): -0.539, atom 3 (C): -0.205, atom 4 (O): -0.414, atom 5 (C): 0.185, atom 6 (C): 0.092